Entry 1:
This record from OMol25 describes a cluster of 4 separate species, C29H66BrFN5O8 in total. The level of theory is the ωB97M-V functional and the def2-TZVPD basis.

XYZ file:
```
110
Properties=species:S:1:pos:R:3
C -1.0667 -2.5247 3.6418
C -0.6092 -3.1259 2.3225
N 0.2899 -2.2859 1.5284
C -0.2228 -1.0694 0.8497
C 0.0925 0.2443 1.6783
O 0.2077 1.2650 0.9691
O 0.2025 0.1144 2.9060
C 0.5921 -1.0249 -0.4648
C 2.0414 -0.6726 -0.2561
F 0.0316 -0.1442 -1.3993
N -1.6810 -1.1789 0.6179
C -2.0479 -2.1783 -0.3839
C -3.4553 -2.7507 -0.1155
C -2.4059 0.0741 0.3755
C -3.2082 0.5645 1.5950
C -4.6959 0.7944 1.3020
Br -2.5006 2.2069 2.3781
H -1.4701 -1.5265 3.5092
H -0.2257 -2.4219 4.3279
H -1.8122 -3.1870 4.0964
H -0.0309 -4.0289 2.5527
H -1.4854 -3.4627 1.7550
H 0.6984 -2.8834 0.8182
H 0.5171 -2.0095 -0.9392
H 2.1354 0.3927 -0.0591
H 2.4410 -1.2646 0.5670
H 2.6131 -0.9166 -1.1562
H -1.9890 -1.7768 -1.4014
H -1.3309 -2.9974 -0.3399
H -4.1101 -2.6385 -0.9793
H -3.8975 -2.2109 0.7231
H -3.4105 -3.8083 0.1475
H -3.1523 -0.1619 -0.3888
H -1.7633 0.8564 -0.0284
H -3.1087 -0.1904 2.3716
H -5.0268 0.1544 0.4810
H -4.9000 1.8337 1.0500
H -5.3006 0.5501 2.1768
C 4.4113 -4.8000 1.7061
O 4.3597 -3.4275 1.4004
C 4.3929 -2.5555 2.5265
C 5.6843 -1.7727 2.5611
N 6.8258 -2.6351 2.8412
C 8.1252 -1.9946 2.7019
C 8.5204 -1.4605 1.3302
O 8.7210 -2.4659 0.3538
C 7.5587 -2.8796 -0.3390
H 4.2124 -5.3430 0.7829
H 5.3906 -5.1119 2.0918
H 3.6496 -5.0735 2.4437
H 4.2538 -3.1219 3.4521
H 3.5591 -1.8557 2.4324
H 5.6130 -1.0124 3.3444
H 5.7705 -1.2474 1.5999
H 6.7845 -3.4399 2.2287
H 8.8881 -2.7159 3.0076
H 8.1725 -1.1612 3.4116
H 9.4812 -0.9500 1.4381
H 7.8008 -0.7214 0.9583
H 6.8499 -2.0558 -0.4608
H 7.0431 -3.7038 0.1622
H 7.8722 -3.2226 -1.3251
C -7.0144 -1.7873 -7.1335
O -6.0380 -2.7898 -7.3098
C -4.9270 -2.4054 -8.1088
C -3.6620 -2.3107 -7.2862
N -3.7208 -1.1949 -6.3582
C -2.6086 -1.1158 -5.4163
C -2.4225 -2.2584 -4.4279
O -3.4473 -2.3539 -3.4582
C -4.5976 -3.0759 -3.8396
H -7.8559 -2.2470 -6.6181
H -6.6502 -0.9471 -6.5322
H -7.3617 -1.3959 -8.0957
H -5.1303 -1.4485 -8.6003
H -4.7941 -3.1671 -8.8823
H -2.8179 -2.1556 -7.9663
H -3.5113 -3.2824 -6.7937
H -4.5897 -1.2394 -5.8411
H -2.7260 -0.1971 -4.8381
H -1.6822 -1.0112 -5.9911
H -1.5046 -2.0571 -3.8695
H -2.2926 -3.2270 -4.9285
H -4.3536 -3.8794 -4.5419
H -5.3637 -2.4374 -4.2926
H -5.0216 -3.5170 -2.9370
C 1.2224 4.1171 1.9500
O 1.1378 5.3963 1.3174
C -0.1562 5.7005 0.8279
C -0.7553 6.8605 1.5951
N -1.0684 6.4798 2.9628
C -1.4287 7.5779 3.8427
C -0.3809 8.6511 4.1187
O 0.7276 8.2013 4.8733
C 1.7605 7.5823 4.1282
H 2.2775 3.9258 2.1414
H 0.6838 4.0986 2.9046
H 0.8244 3.3189 1.3219
H -0.8048 4.8212 0.8853
H -0.0647 5.9898 -0.2248
H -1.6797 7.1834 1.1029
H -0.0386 7.6938 1.5296
H -0.2884 5.9677 3.3540
H -1.7273 7.1534 4.8048
H -2.3131 8.0740 3.4253
H -0.8539 9.4334 4.7195
H -0.0305 9.1215 3.1909
H 1.8478 8.0190 3.1292
H 1.6128 6.5054 4.0184
H 2.6930 7.7465 4.6689
```

Results
- HOMO level (Ha) = -0.1710
- net charge = -1
- F_max (eV Å⁻¹) = 0.537
- orbital gap (Eh) = 0.25283

Mulliken population analysis, charges in e, atoms 1 to 2:
1 C -1.182
2 C 0.009


Entry 2:
This record from OMol25 describes a structure of composition C29H69BaN2O10 at a distorted geometry. The level of theory is the ωB97M-V functional and the def2-TZVPD basis.

XYZ file:
```
111
Properties=species:S:1:pos:R:3
Ba 3.0000 0.3062 -3.1003
O -0.7116 -0.2661 -0.5195
C 0.4848 -0.1732 -0.9801
O 0.8228 0.8327 -1.5410
O 1.1814 -1.1812 -1.1303
H -0.9108 -1.2035 -0.4620
C -3.1146 3.0643 0.5618
C -3.1759 1.7435 1.2766
O -1.8440 1.3406 1.5163
H -3.0205 2.9325 -0.5161
H -2.2079 3.5682 0.8967
H -3.9087 3.7383 0.8830
H -3.7733 1.0027 0.7452
H -3.6652 1.9018 2.2377
H -1.4461 1.0953 0.6778
C 3.2929 -1.5694 3.5590
C 3.5217 -1.8565 2.0793
O 2.8180 -0.9873 1.2543
H 2.2833 -1.1723 3.6647
H 4.0014 -0.7972 3.8586
H 3.4391 -2.4567 4.1750
H 3.3091 -2.9127 1.9137
H 4.5578 -1.7559 1.7561
H 2.4858 -1.4946 0.5101
C -1.7641 0.2261 -5.4533
C -1.6142 0.2594 -3.9422
O -1.1710 1.5538 -3.5781
H -2.5133 -0.4724 -5.8259
H -0.8049 0.1392 -5.9638
H -1.9035 1.2695 -5.7361
H -0.9035 -0.5207 -3.6690
H -2.5875 0.0077 -3.5209
H -0.4136 1.4852 -2.9923
C 2.2096 -4.0646 -3.9074
C 1.4847 -3.0354 -4.7441
O 1.1935 -1.8964 -3.8701
H 1.6066 -4.2908 -3.0280
H 3.1763 -3.7607 -3.5060
H 2.3941 -4.9161 -4.5624
H 0.6436 -3.3827 -5.3441
H 2.0756 -2.5983 -5.5491
H 0.4322 -2.0242 -3.2994
C -0.2881 -1.5159 2.8206
C -0.3042 -0.3803 3.9691
O -1.6672 0.0346 4.2312
H -0.5538 -1.2136 1.8076
H -0.9853 -2.3268 3.0315
H 0.6656 -2.0409 2.8756
H 0.3133 0.4820 3.7179
H 0.0601 -0.9188 4.8440
H -1.8657 0.5800 3.4665
C -3.0946 -4.9671 -1.9075
C -2.7160 -3.9827 -0.8964
C -3.5490 -4.3203 0.3741
C -2.9168 -5.4421 1.2138
C -1.4727 -5.0082 1.4179
C -0.5504 -4.7972 0.1589
N -1.2618 -3.8516 -0.7570
O -0.5506 -3.5361 -1.9001
C 0.6592 -4.1180 0.7670
C -0.1259 -6.1146 -0.4936
C -3.0943 -2.5751 -1.3135
H -2.6251 -4.8338 -2.8821
H -4.1420 -4.8919 -2.1999
H -3.0011 -6.0082 -1.5986
H -3.6691 -3.3608 0.8770
H -4.5838 -4.6079 0.1881
H -2.8944 -6.4242 0.7416
H -3.4949 -5.5422 2.1324
H -1.1495 -5.9518 1.8575
H -1.3733 -4.2471 2.1918
H 0.4036 -3.0821 0.9901
H 0.8934 -4.6824 1.6697
H 1.5176 -4.0281 0.1013
H 0.8710 -6.1524 -0.9329
H -0.2262 -6.9881 0.1507
H -0.7551 -6.4919 -1.2997
H -2.6425 -2.2252 -2.2417
H -2.8236 -1.8368 -0.5586
H -4.1021 -2.1685 -1.3980
H -0.1013 -2.7061 -1.7244
C 3.4972 4.4952 1.6539
C 1.9798 4.3909 1.7026
C 1.4368 5.2592 2.9293
C 1.5080 6.7623 2.5989
C 0.7172 7.1026 1.3453
C 1.1882 6.3113 0.1046
N 1.3273 4.8616 0.4717
O 1.7921 4.1571 -0.6208
C 0.0106 6.3832 -0.9200
C 2.4283 7.0730 -0.4690
C 1.5276 2.9176 1.9296
H 3.8813 4.4453 2.6728
H 3.9670 5.3823 1.2291
H 4.0042 3.7053 1.0998
H 0.4375 4.9258 3.2090
H 2.0003 5.0546 3.8396
H 2.5441 7.0928 2.5261
H 1.0102 7.2823 3.4174
H 0.7791 8.1850 1.2326
H -0.3300 6.8893 1.5599
H -0.2695 7.4292 -1.0445
H 0.1939 5.8819 -1.8703
H -0.8717 5.9044 -0.4952
H 2.9731 6.4559 -1.1834
H 2.0717 8.0553 -0.7789
H 3.1941 7.2071 0.2950
H 1.5809 2.5267 2.9456
H 2.0581 2.1860 1.3202
H 0.4866 2.7605 1.6471
H 1.1124 3.4806 -0.6639
```

Results
- ⟨S²⟩ = 0.750
- HOMO level (alpha / beta) (Ha) = -0.1730 / -0.2958
- multiplicity = 2
- F_max (eV Å⁻¹) = 6.064
- orbital gap (alpha / beta) (Eh) = 0.17100 / 0.28502

Mulliken population analysis, charges in e, atoms 1 to 2:
1 Ba 0.520
2 O 0.629


Entry 3:
This record from OMol25 describes a structure of composition C29H69BaN2O10 at a distorted geometry. The level of theory is the ωB97M-V functional and the def2-TZVPD basis.

XYZ file:
```
111
Properties=species:S:1:pos:R:3
Ba 1.4414 3.1096 2.6589
O 2.0672 -0.5399 0.1672
C 0.9077 0.1036 0.1147
O 0.0720 -0.5995 -0.4108
O 0.7282 1.2242 0.7188
H 1.5316 -1.0028 -0.4813
C -2.9066 4.6179 1.5958
C -2.3843 3.4055 2.4401
O -1.1545 3.0179 1.8695
H -3.0509 4.2584 0.5769
H -2.1077 5.3574 1.6503
H -3.8459 4.9516 2.0367
H -3.0953 2.5865 2.5483
H -2.1440 3.7944 3.4296
H -1.3388 2.2917 1.2691
C -0.8032 0.4713 4.3318
C 0.4462 0.4512 5.2930
O 1.1882 1.6877 5.1376
H -0.6762 0.4951 3.2495
H -1.5869 1.1966 4.5508
H -1.2127 -0.5265 4.4897
H 0.9933 -0.3940 4.8754
H 0.4210 0.2236 6.3587
H 1.3295 2.0731 6.0055
C 4.0262 -2.8895 -1.5441
C 4.6514 -1.5104 -2.0258
O 4.7163 -0.6574 -0.8589
H 4.5656 -3.3097 -0.6953
H 3.9221 -3.6136 -2.3521
H 3.0353 -2.8286 -1.0941
H 3.9401 -1.2670 -2.8150
H 5.6338 -1.4563 -2.4949
H 3.8155 -0.6340 -0.5281
C 3.5843 -0.8804 3.2383
C 4.5926 0.2975 2.9117
O 3.9566 1.4681 3.3371
H 2.6427 -0.8304 2.6914
H 3.3755 -0.9198 4.3074
H 4.0779 -1.8370 3.0669
H 4.8024 0.1782 1.8488
H 5.5924 0.1051 3.3010
H 4.5372 1.9330 3.9441
C -4.2418 1.8425 -0.6534
C -3.4653 0.6303 -0.1274
O -2.1950 0.9934 0.3390
H -3.7647 2.2337 -1.5520
H -4.4412 2.6387 0.0637
H -5.2193 1.4382 -0.9165
H -3.4358 -0.2420 -0.7805
H -3.9703 0.1934 0.7341
H -1.5826 0.2887 0.1155
C -0.9978 5.6226 -1.4344
C -0.4825 4.7336 -2.5813
C -0.4944 3.2585 -1.9945
C -0.1678 2.1988 -3.0963
C -1.2721 2.3264 -4.1884
C -1.2475 3.7585 -4.8163
N -1.2809 4.7871 -3.7740
O -1.6364 6.1425 -4.1792
C -0.0723 3.8305 -5.7985
C -2.5160 3.7806 -5.6628
C 0.9991 5.1740 -2.9383
H -0.6743 5.2613 -0.4583
H -2.0838 5.6331 -1.3413
H -0.6103 6.6414 -1.4290
H 0.4194 3.2068 -1.4026
H -1.3821 3.0029 -1.4159
H -0.2406 1.1913 -2.6868
H 0.8511 2.4567 -3.3853
H -2.1339 2.1137 -3.5559
H -1.0344 1.5755 -4.9419
H 0.9265 3.8678 -5.3637
H -0.0300 3.0294 -6.5365
H -0.2114 4.7233 -6.4082
H -3.4345 3.6255 -5.0968
H -2.6910 4.7253 -6.1776
H -2.6388 3.0013 -6.4149
H 1.5303 5.6739 -2.1283
H 0.9835 5.6523 -3.9176
H 1.6817 4.3456 -3.1279
H -1.0199 6.3035 -4.8973
C 0.0218 -5.1816 -1.5361
C -0.2857 -5.5339 -0.1284
C 0.9009 -6.3309 0.4160
C 0.8977 -6.7383 1.9304
C 0.8572 -5.3916 2.7306
C -0.3094 -4.4766 2.2678
N -0.4320 -4.3793 0.7740
O -1.3532 -3.4585 0.3556
C -1.6225 -4.8704 2.9494
C 0.1000 -3.0638 2.7076
C -1.6071 -6.4497 -0.1482
H -0.6936 -4.4447 -1.9012
H -0.0335 -6.0862 -2.1417
H 1.0433 -4.8366 -1.6960
H 0.9923 -7.2282 -0.1961
H 1.8117 -5.7410 0.3139
H 1.7699 -7.2228 2.3692
H 0.0760 -7.3605 2.2851
H 1.8407 -4.9217 2.7273
H 0.7307 -5.6952 3.7698
H -2.2916 -4.0143 3.0365
H -2.0404 -5.6984 2.3769
H -1.5371 -5.2525 3.9666
H 1.0145 -2.8316 2.1618
H -0.6892 -2.3253 2.5664
H 0.4734 -2.9105 3.7201
H -2.0120 -6.8436 0.7840
H -1.3542 -7.3382 -0.7268
H -2.4190 -5.9843 -0.7071
H -0.8592 -2.6531 0.1858
```

Results
- ⟨S²⟩ = 0.754
- HOMO level (alpha / beta) (Ha) = -0.4142 / -0.4142
- net charge = +2
- multiplicity = 2
- F_max (eV Å⁻¹) = 7.114
- ΔE to the lowest compared entry with this formula, charge and spin (kcal per mole) = 79.3
- orbital gap (alpha / beta) (Eh) = 0.20871 / 0.11437

Mulliken population analysis, charges in e, atoms 1 to 2:
1 Ba 1.863
2 O -0.109


Entry 4:
This record from OMol25 describes a cluster of 9 separate species, C29H69NO11 in total at a distorted geometry. The level of theory is the ωB97M-V functional and the def2-TZVPD basis.

XYZ file:
```
110
Properties=species:S:1:pos:R:3
C -5.9485 -4.4147 2.2113
C -4.9293 -3.5874 1.4530
C -4.3405 -2.1765 2.0670
O -4.8620 -0.9784 1.6842
O -3.2367 -2.0927 3.0651
C -2.0624 -1.5609 2.3562
C -0.7557 -2.4930 2.8112
C 0.5213 -1.5703 3.3144
C 1.7718 -1.5454 2.2350
C 1.2668 -1.0443 0.7211
C 1.0666 -2.2975 -0.3158
C -0.2502 -2.1986 -1.2857
C -1.4706 -3.3044 -1.1214
N -2.6373 -2.6923 -1.9059
C -2.5642 -1.1961 -1.6206
O -3.6158 -0.3629 -1.3838
C -0.9524 -0.7502 -1.5932
H -5.6036 -5.4091 2.7435
H -7.0730 -4.0279 2.2638
H -4.6047 -4.0173 0.4118
H -1.8443 -0.4832 2.7692
H -2.1801 -1.5304 1.1828
H -0.4518 -3.2209 1.9295
H -1.1141 -3.1648 3.7200
H 0.2268 -0.4653 3.5979
H 0.9245 -2.1025 4.3036
H 2.4983 -0.6769 2.6114
H 2.3934 -2.5398 2.1994
H 0.3037 -0.4025 0.9181
H 2.1639 -0.3844 0.2914
H 2.0298 -2.3605 -1.0104
H 1.0856 -3.2866 0.3524
H 0.2063 -2.5367 -2.3360
H -1.8196 -3.4060 -0.0053
H -1.2352 -4.3632 -1.5750
H -2.4339 -2.7511 -2.9320
H -0.9772 0.0867 -0.7762
H -0.5781 -0.4992 -2.6753
C 1.9530 -1.4557 -5.6959
C 1.0197 -0.4854 -5.0020
O 1.4121 -0.3193 -3.6475
H 1.9435 -2.4269 -5.1902
H 1.6613 -1.5983 -6.7402
H 2.9847 -1.0906 -5.6645
H -0.0064 -0.8645 -5.0162
H 1.0333 0.4921 -5.4940
H 2.3214 0.0256 -3.6460
C -3.1290 1.4236 -5.1549
C -3.1925 2.5476 -4.1416
O -4.1037 2.2149 -3.1046
H -4.1189 1.2357 -5.5836
H -2.4340 1.6664 -5.9636
H -2.8057 0.4916 -4.6799
H -3.5371 3.4714 -4.6156
H -2.2091 2.7329 -3.6988
H -3.7843 1.3980 -2.6846
C 1.6372 -3.2118 7.4755
C 2.0529 -1.7589 7.5779
O 1.4451 -1.0061 6.5386
H 1.9271 -3.6274 6.5048
H 2.1010 -3.8068 8.2673
H 0.5494 -3.3099 7.5517
H 3.1382 -1.6633 7.4792
H 1.7550 -1.3325 8.5408
H 0.4816 -1.0907 6.6402
C -3.7504 2.8008 0.3734
C -3.1143 4.0825 0.8701
O -2.6866 4.8703 -0.2312
H -3.0402 2.2284 -0.2324
H -4.0816 2.1799 1.2105
H -4.6117 3.0185 -0.2668
H -2.2412 3.8611 1.4910
H -3.8222 4.6668 1.4659
H -3.4704 5.0686 -0.7717
C -2.4420 6.6592 -3.2837
C -3.2633 7.6645 -4.0639
O -3.2241 7.3527 -5.4487
H -1.4031 6.6597 -3.6298
H -2.4582 6.8882 -2.2144
H -2.8267 5.6451 -3.4331
H -2.8622 8.6734 -3.9295
H -4.3063 7.6609 -3.7325
H -3.5901 6.4584 -5.5583
C 4.8893 1.6140 6.3891
C 4.0061 1.8158 5.1753
O 3.0867 0.7398 5.0601
H 5.4385 0.6698 6.3126
H 5.6070 2.4331 6.4896
H 4.2869 1.5589 7.3017
H 4.6098 1.8482 4.2636
H 3.4438 2.7516 5.2503
H 2.5499 0.7249 5.8709
C 3.6234 3.0485 0.1019
C 4.4583 2.1507 -0.7875
O 3.6314 1.5230 -1.7562
H 2.8420 2.4708 0.6066
H 4.2456 3.5366 0.8573
H 3.1179 3.8185 -0.4900
H 4.9439 1.3695 -0.1953
H 5.2338 2.7232 -1.3057
H 3.2114 2.2249 -2.2823
C 4.0121 -4.9639 -3.7525
C 3.9485 -3.8399 -2.7392
O 3.0374 -4.1726 -1.7022
H 3.0222 -5.1518 -4.1812
H 4.7071 -4.7210 -4.5612
H 4.3354 -5.8959 -3.2775
H 3.6040 -2.9161 -3.2132
H 4.9320 -3.6545 -2.2965
H 3.3568 -4.9895 -1.2822
```

Results
- HOMO level (Ha) = -0.2950
- SMILES = C=CC(=O)OCCCCCC[C@H]1CNC(=O)C1.CCO.CCO.CCO.CCO.CCO.CCO.CCO.CCO
- F_max (eV Å⁻¹) = 8.991
- ΔE to the lowest compared entry with this formula, charge and spin (kcal per mole) = 103.0
- orbital gap (Eh) = 0.26227

Mulliken population analysis, charges in e, atoms 1 to 2:
1 C -0.605
2 C -0.274